No. 1
Entry from OMol25: 2 unconnected molecules or ions with the total composition C30H44BrF3O6P at a distorted geometry (wB97M-V/def2-TZVPD).

## Properties
calculated total energy = -4835.8164 a.u.
HOMO-LUMO gap = 4.536 eV
HOMO level = -4.516 eV
net charge = -1

Geometry as XYZ:
```
85
Properties=species:S:1:pos:R:3:mulliken_charge:R:1
C -4.747 -4.596 -0.142 -1.29
C -4.082 -3.379 0.653 -0.69
C -4.439 -1.956 0.156 -0.82
P -3.318 -0.954 -1.043 3.30
Br -4.946 0.774 -0.863 -0.37
C -2.334 -0.362 0.527 -1.83
C -2.836 0.899 1.304 -0.46
C -1.830 1.071 2.555 -1.12
C -0.360 1.433 2.130 -0.24
C 0.155 2.843 2.608 -0.67
C 1.405 3.203 1.680 -0.47
C 2.584 3.901 2.456 -0.49
C 3.699 4.249 1.375 -0.62
O 3.953 3.162 0.460 -0.31
C 5.187 2.603 0.623 0.77
C 5.804 1.976 -0.682 -1.00
O 5.800 2.522 1.664 -0.64
C -1.953 -2.287 -1.207 -1.60
O -2.271 -3.486 -1.929 -0.23
C -1.159 -4.373 -1.766 -0.79
C -2.396 0.246 -2.214 -2.02
O -1.545 1.261 -1.517 -0.23
C -1.524 2.433 -2.188 0.85
F -0.471 3.175 -1.653 -0.27
F -2.645 3.200 -1.945 -0.27
F -1.267 2.324 -3.526 -0.26
C -4.403 -1.699 -2.481 -1.36
C -3.967 -1.419 -3.928 0.14
C -4.637 -0.309 -4.660 -0.39
C -4.346 0.034 -6.030 -0.64
C -3.350 -0.718 -6.819 -0.45
C -2.685 -1.815 -6.133 -0.65
C -2.999 -2.143 -4.732 0.27
H -5.864 -4.557 -0.115 0.34
H -4.397 -5.531 0.377 0.37
H -4.419 -4.662 -1.205 0.17
H -3.028 -3.658 0.890 0.32
H -4.598 -3.481 1.663 0.50
H -5.463 -2.022 -0.322 0.50
H -4.638 -1.302 1.056 0.37
H -2.449 -1.197 1.288 0.37
H -1.215 -0.380 0.356 0.50
H -3.819 0.761 1.831 0.42
H -2.749 1.874 0.771 0.15
H -1.872 0.143 3.194 0.39
H -2.264 1.894 3.201 0.42
H -0.257 1.395 1.016 0.17
H 0.313 0.639 2.570 0.17
H -0.628 3.640 2.467 0.34
H 0.435 2.781 3.690 0.31
H 1.804 2.203 1.345 0.25
H 1.094 3.732 0.745 0.26
H 2.235 4.813 3.001 0.33
H 3.033 3.143 3.149 0.25
H 4.619 4.680 1.839 0.36
H 3.249 5.078 0.756 0.36
H 5.876 2.780 -1.464 0.30
H 5.034 1.254 -1.081 0.31
H 6.765 1.456 -0.484 0.26
H -1.043 -1.843 -1.732 0.50
H -1.521 -2.529 -0.188 0.63
H -1.426 -5.380 -2.194 0.26
H -0.247 -3.927 -2.254 0.30
H -0.896 -4.552 -0.688 0.30
H -1.720 -0.198 -2.982 0.32
H -3.166 0.903 -2.705 0.61
H -4.685 -2.774 -2.299 0.28
H -5.397 -1.179 -2.383 0.61
H -5.423 0.275 -4.116 0.24
H -4.902 0.858 -6.528 0.31
H -3.136 -0.458 -7.881 0.34
H -1.941 -2.423 -6.703 0.32
H -2.467 -3.016 -4.305 0.27
C 8.506 -0.876 5.404 -0.43
C 7.309 -0.438 5.787 -0.39
C 6.468 0.386 4.887 0.31
O 5.377 0.786 5.238 -0.54
C 7.009 0.702 3.544 -0.29
C 8.208 0.262 3.163 -0.43
C 9.048 -0.560 4.061 0.31
O 10.141 -0.963 3.714 -0.56
H 9.135 -1.478 6.048 0.40
H 6.897 -0.660 6.764 0.41
H 6.380 1.307 2.894 0.84
H 8.621 0.484 2.186 0.43
```



No. 2
Entry from OMol25: a molecular structure, C30H44CrN8O6S (wB97M-V/def2-TZVPD).

## Properties
calculated total energy = -3501.2938 a.u.
HOMO-LUMO gap (alpha / beta) = 8.889 / 9.288 eV
HOMO level (alpha / beta) = -13.786 / -14.112 eV
net charge = +2
relative energy (zero: lowest compared OMol25 entry of this formula, charge and spin) = 49.8 kJ/mol
multiplicity = 5

Geometry as XYZ:
```
90
Properties=species:S:1:pos:R:3:mulliken_charge:R:1
Cr -0.411 -0.130 0.656 1.15
C 1.277 0.226 -4.319 -1.66
C 2.081 1.080 -3.343 0.60
C 3.377 0.357 -2.959 -1.20
C 1.294 1.525 -2.123 0.14
C 1.870 2.402 -1.203 -0.36
C 1.158 2.921 -0.133 -1.06
C -0.201 2.647 0.035 1.45
C -1.013 3.420 1.038 -1.69
C -0.786 1.740 -0.863 -2.24
C -0.035 1.180 -1.909 -0.06
H 1.900 -0.037 -5.173 0.44
H 0.406 0.757 -4.703 0.41
H 0.945 -0.705 -3.852 0.25
H 2.365 2.001 -3.861 0.52
H 3.151 -0.588 -2.462 0.29
H 4.006 0.960 -2.301 0.32
H 3.956 0.134 -3.854 0.55
H 2.892 2.732 -1.354 0.48
H 1.639 3.626 0.536 0.52
H -0.777 4.481 0.966 0.52
H -0.803 3.108 2.061 0.22
H -2.081 3.303 0.853 0.29
H -1.864 1.683 -0.943 1.18
H -0.546 0.549 -2.626 0.42
C -3.413 -3.725 0.252 -1.70
C -2.100 -3.083 0.607 0.55
O -1.577 -2.197 -0.090 -0.27
N -1.525 -3.537 1.724 0.02
C -0.140 -3.264 2.100 -0.66
C 0.063 -2.117 3.060 0.02
C 0.257 -2.353 4.409 -0.34
C 0.634 -1.313 5.243 -1.03
C 0.836 -0.060 4.692 -0.85
C 0.583 0.109 3.347 -0.55
N 0.176 -0.883 2.540 1.32
H -3.856 -3.237 -0.608 0.32
H -4.102 -3.687 1.096 0.42
H -3.249 -4.774 0.003 0.47
H -2.012 -4.246 2.250 0.34
H 0.426 -3.052 1.193 -0.19
H 0.274 -4.172 2.533 0.44
H 0.149 -3.357 4.795 0.57
H 0.792 -1.482 6.299 0.46
H 1.165 0.776 5.291 0.60
H 0.690 1.088 2.894 0.47
C 3.161 -6.105 3.559 -1.17
C 3.840 -4.741 3.561 -0.46
S 3.362 -3.795 2.115 1.10
O 2.368 -2.814 2.512 -0.54
O 3.039 -4.662 1.010 -0.81
C 4.845 -2.898 1.667 -1.01
C 4.726 -2.370 0.247 -1.10
N 3.361 -1.969 -0.088 0.92
C 2.691 -0.952 0.471 -0.12
N 1.464 -0.859 -0.026 1.94
C 1.341 -1.868 -0.954 -1.08
C 2.504 -2.552 -1.003 -1.10
N 2.750 -3.694 -1.853 1.35
O 3.887 -4.086 -2.003 -0.68
O 1.768 -4.149 -2.393 -0.67
C 3.282 -0.043 1.483 -2.40
H 3.445 -6.645 4.461 0.43
H 3.462 -6.689 2.693 0.36
H 2.077 -6.008 3.546 0.27
H 4.926 -4.831 3.546 0.52
H 3.539 -4.122 4.404 0.32
H 5.665 -3.616 1.695 0.76
H 5.002 -2.136 2.430 0.43
H 5.001 -3.151 -0.451 0.45
H 5.397 -1.526 0.085 0.47
H 0.462 -2.030 -1.550 0.92
H 4.317 0.192 1.238 0.65
H 3.251 -0.510 2.472 0.09
H 2.708 0.880 1.507 0.20
C -5.957 1.111 0.848 -0.97
N -4.598 0.886 1.312 0.07
C -4.132 1.336 2.607 -0.54
C -2.661 0.965 2.551 -0.36
O -1.855 1.178 3.417 -0.54
N -2.398 0.386 1.309 0.76
C -3.566 0.384 0.635 -0.18
N -3.649 -0.049 -0.628 -0.19
H -6.655 0.822 1.631 0.32
H -6.174 0.508 -0.030 0.34
H -6.116 2.161 0.601 0.33
H -4.647 0.837 3.429 0.40
H -4.243 2.415 2.737 0.35
H -2.945 -0.722 -0.911 0.04
H -4.542 -0.096 -1.088 0.26
```



No. 3
Entry from OMol25: 8 unconnected molecules or ions with the total composition C30H44N3O13 at a distorted geometry (wB97M-V/def2-TZVPD).

## Properties
calculated total energy = -2310.8916 a.u.
HOMO-LUMO gap = 7.332 eV
HOMO level = -11.673 eV
net charge = +1
relative energy (zero: lowest compared OMol25 entry of this formula, charge and spin) = 9.5 kJ/mol

Geometry as XYZ:
```
90
Properties=species:S:1:pos:R:3:mulliken_charge:R:1
C -42.326 -36.604 -17.600 -1.51
C -41.176 -37.455 -17.195 0.81
O -41.491 -38.321 -16.472 -0.33
N -39.873 -37.460 -17.859 0.72
H -39.645 -38.270 -18.274 -0.57
H -39.940 -36.847 -18.689 0.51
C -38.739 -37.495 -16.969 -0.60
H -42.548 -36.485 -18.584 0.41
H -42.015 -35.403 -17.436 0.34
H -43.199 -36.812 -17.072 0.40
H -38.011 -36.769 -17.294 0.35
H -38.437 -38.560 -17.028 0.21
H -39.055 -37.119 -15.907 0.32
C -42.263 -40.379 -22.986 1.00
C -41.538 -39.401 -23.805 0.33
O -41.468 -39.400 -25.008 -0.43
N -40.573 -38.317 -22.996 0.12
H -41.398 -38.029 -22.363 0.35
H -39.919 -38.711 -22.504 0.10
C -40.096 -37.174 -23.831 -0.90
H -41.903 -41.288 -22.807 -0.83
H -43.242 -40.779 -23.620 0.37
H -42.563 -39.923 -22.058 -0.11
H -39.776 -36.204 -23.202 0.29
H -40.872 -36.829 -24.323 0.48
H -39.344 -37.488 -24.652 0.35
N -40.197 -40.141 -19.977 0.61
O -39.717 -40.345 -21.140 -0.50
O -41.255 -39.533 -19.887 -0.62
O -39.432 -40.015 -19.016 -0.61
C -34.571 -39.994 -19.472 -1.44
C -36.037 -39.601 -19.280 0.80
C -36.322 -38.095 -19.767 -0.99
O -36.832 -40.407 -20.032 -0.49
H -34.253 -39.819 -20.581 0.31
H -34.484 -41.136 -19.204 0.30
H -33.770 -39.379 -19.084 0.41
H -36.177 -39.588 -18.155 0.04
H -37.398 -37.750 -19.983 0.12
H -35.639 -38.138 -20.598 0.40
H -36.009 -37.408 -18.983 0.24
H -37.692 -40.106 -19.842 0.24
C -45.892 -40.148 -18.942 -1.30
C -44.473 -40.440 -19.251 0.87
C -44.314 -41.616 -20.235 -1.06
O -43.937 -39.176 -19.790 -0.60
H -45.632 -39.404 -18.014 0.24
H -46.514 -41.044 -18.678 0.31
H -46.520 -39.390 -19.521 0.30
H -44.015 -40.560 -18.354 0.33
H -44.518 -42.626 -19.730 0.38
H -43.348 -41.756 -20.712 -0.40
H -44.899 -41.617 -20.998 0.75
H -42.896 -39.214 -19.976 0.36
C -40.226 -46.222 -21.521 -0.38
C -41.550 -46.150 -20.855 -0.48
C -42.085 -44.866 -20.362 0.34
O -43.170 -44.715 -19.869 -0.52
C -41.103 -43.685 -20.439 -0.46
C -39.701 -43.805 -20.910 -0.25
C -39.189 -45.128 -21.335 0.11
O -38.011 -45.237 -21.705 -0.57
H -39.981 -47.255 -21.957 0.35
H -42.234 -47.111 -20.957 0.30
H -41.439 -42.744 -20.153 0.82
H -39.173 -42.945 -21.254 0.62
C -39.134 -42.083 -24.540 0.00
C -40.101 -43.216 -24.220 -0.33
C -40.084 -44.411 -25.105 0.16
O -40.757 -45.388 -25.107 -0.49
C -39.087 -44.450 -26.063 -0.17
C -38.268 -43.156 -26.490 -0.40
C -38.285 -41.945 -25.694 0.18
O -37.647 -40.927 -25.901 -0.56
H -39.159 -41.120 -23.881 0.29
H -40.764 -43.127 -23.378 0.54
H -38.767 -45.356 -26.683 0.37
H -37.534 -43.273 -27.403 0.30
C -40.242 -42.948 -15.288 -0.27
C -39.612 -41.555 -15.564 -0.13
C -38.574 -41.156 -14.396 0.48
O -38.143 -39.990 -14.485 -0.56
C -38.270 -41.901 -13.270 -0.59
C -38.815 -43.295 -13.183 -0.33
C -39.865 -43.784 -14.154 0.28
O -40.361 -44.859 -14.075 -0.49
H -41.131 -43.273 -16.074 0.21
H -39.920 -40.988 -16.358 0.64
H -37.752 -41.511 -12.428 0.46
H -38.447 -44.207 -12.473 0.28
```



No. 4
Entry from OMol25: a molecular structure, C30H45AlClO2P2 at a distorted geometry (wB97M-V/def2-TZVPD).

## Properties
calculated total energy = -2705.5376 a.u.
HOMO-LUMO gap (alpha / beta) = 3.616 / 4.123 eV
HOMO level (alpha / beta) = -9.421 / -9.491 eV
net charge = +1
relative energy (zero: lowest compared OMol25 entry of this formula, charge and spin) = 742.7 kJ/mol

Geometry as XYZ:
```
81
Properties=species:S:1:pos:R:3:mulliken_charge:R:1
Al -3.800 -0.175 -1.229 -1.47
C 1.177 1.362 0.730 0.13
C 1.246 0.627 1.942 0.39
C 1.415 -0.865 0.194 0.56
C 1.270 0.442 -0.350 1.06
C 1.405 -0.747 1.613 0.35
C 1.037 2.826 0.591 -0.98
H 0.904 3.300 1.568 0.37
H 0.177 3.095 -0.040 -0.05
H 1.934 3.263 0.129 0.32
C 1.241 0.825 -1.773 -1.31
H 0.342 1.416 -2.003 0.05
H 1.236 -0.055 -2.421 0.22
H 2.118 1.437 -2.043 0.53
C 1.502 -2.138 -0.549 -1.18
H 2.437 -2.665 -0.312 0.44
H 1.474 -1.974 -1.630 0.27
H 0.672 -2.816 -0.293 0.08
C 1.504 -1.874 2.559 -0.96
H 2.457 -2.410 2.436 0.32
H 0.691 -2.602 2.410 -0.01
H 1.445 -1.517 3.592 0.35
C 1.183 1.171 3.313 -1.77
H 2.184 1.252 3.764 0.30
H 0.583 0.526 3.969 0.36
H 0.738 2.171 3.317 0.41
C -3.947 1.553 -1.993 0.77
C -4.047 2.648 -0.983 -0.87
C -5.044 2.474 0.163 -0.98
C -4.990 1.223 1.050 -1.30
C -4.801 -0.117 0.353 0.67
C -5.611 -0.518 -0.767 -1.14
C -6.314 0.416 -1.751 -0.84
C -5.340 1.290 -2.628 -1.16
H -6.069 2.563 -0.248 0.31
H -5.934 1.182 1.625 0.39
H -4.935 3.346 0.825 0.77
H -5.836 2.246 -2.864 0.37
H -3.205 1.785 -2.771 0.72
H -4.422 3.530 -1.539 0.14
H -5.204 0.794 -3.607 0.43
H -6.854 -0.224 -2.463 0.43
H -6.018 -1.530 -0.766 0.63
H -7.099 1.044 -1.294 0.38
H -4.202 1.349 1.812 0.19
H -4.455 -0.897 1.038 1.08
P -2.460 4.035 -0.531 0.53
C -2.891 5.478 -1.585 -1.29
C -2.824 4.769 1.119 -1.27
P -1.807 -3.189 2.238 0.29
C -1.853 -1.623 1.475 0.05
C -3.042 -2.820 3.566 -1.08
C -2.763 -4.107 0.934 -0.56
H -2.195 5.441 -2.436 0.30
H -2.732 6.404 -1.018 0.46
H -3.922 5.427 -1.954 0.35
H -3.392 4.085 1.760 0.37
H -3.339 5.733 1.023 0.40
H -1.842 4.940 1.586 0.35
H -3.841 -3.930 1.078 0.31
H -2.545 -5.183 1.003 0.48
H -2.446 -3.731 -0.051 -0.19
H -1.967 -0.727 2.077 0.55
H -1.353 -1.477 0.517 -0.39
H -2.906 -3.517 4.405 0.43
H -4.065 -2.913 3.180 0.33
H -2.852 -1.801 3.921 0.34
Cl 1.896 -3.851 -5.747 -0.19
C 0.648 -3.149 -4.799 0.34
C 0.385 -1.774 -4.935 -0.76
C -0.558 -1.185 -4.090 -0.40
C -1.229 -1.994 -3.174 0.50
C -1.061 -3.378 -3.110 -0.28
C -0.089 -3.960 -3.921 -0.88
C -2.192 -1.367 -2.279 0.49
O -3.465 -1.658 -2.335 -0.65
O -1.857 -0.433 -1.430 0.50
H 0.918 -1.183 -5.671 0.45
H -0.788 -0.118 -4.122 0.54
H -1.674 -3.955 -2.417 0.42
H 0.101 -5.033 -3.888 0.44
```



No. 5
Entry from OMol25: a molecular structure, C30H45BrCdN4OP2 at a distorted geometry (wB97M-V/def2-TZVPD).

## Properties
calculated total energy = -4888.3029 a.u.
HOMO-LUMO gap = 7.055 eV
HOMO level = -13.272 eV
net charge = +2

Geometry as XYZ:
```
84
Properties=species:S:1:pos:R:3:mulliken_charge:R:1
C 1.836 3.954 -1.062 -0.19
C 0.844 3.482 -1.957 -0.05
C 1.162 3.370 -3.333 -0.32
C 2.448 3.725 -3.735 -0.50
N 3.384 4.108 -2.868 -0.50
C 3.084 4.287 -1.581 -0.44
C -0.393 3.038 -1.465 -0.03
C -1.148 2.330 -0.788 -0.04
C -2.451 2.251 -0.317 1.23
C -2.967 1.028 0.179 1.42
C -4.047 1.006 1.051 -1.02
C -4.701 2.231 1.273 -0.14
C -4.387 3.429 0.552 -0.41
C -3.228 3.430 -0.233 -0.90
Cd -0.505 -0.091 0.903 1.40
P 1.974 -0.445 -0.404 0.20
H 0.427 2.932 -4.031 0.44
H 1.623 3.976 0.019 0.48
H 2.721 3.672 -4.800 0.39
H 3.867 4.692 -0.923 0.39
H -2.868 4.328 -0.752 0.50
H -2.593 0.033 -0.157 -1.88
H -5.035 4.312 0.650 0.45
H -4.391 0.083 1.560 0.51
C 2.631 -2.190 -0.337 -0.36
C 3.780 -2.699 -1.207 -1.54
H 1.739 -2.804 -0.539 0.44
H 2.882 -2.351 0.721 0.41
H 3.922 -3.765 -0.968 0.45
H 3.578 -2.629 -2.283 0.27
H 4.733 -2.193 -1.007 0.30
C 2.149 -0.075 -2.223 0.31
C 3.499 0.306 -2.832 -1.52
H 1.432 0.741 -2.406 -0.04
H 1.755 -0.967 -2.738 0.29
H 3.347 0.447 -3.914 0.44
H 3.896 1.253 -2.435 0.21
H 4.269 -0.470 -2.703 0.30
C 3.293 0.586 0.388 -0.27
C 4.748 0.119 0.414 -1.44
H 2.942 0.728 1.425 0.62
H 3.225 1.573 -0.094 0.17
H 5.323 0.840 1.016 0.46
H 4.884 -0.869 0.872 0.29
H 5.196 0.093 -0.588 0.24
Br -6.160 2.163 2.565 -0.14
P -1.493 -1.642 -1.526 0.88
C -0.466 -2.586 -2.713 -0.27
C -1.132 -3.835 -3.260 -1.38
H 0.469 -2.845 -2.189 0.17
H -0.186 -1.889 -3.519 0.46
H -0.388 -4.354 -3.878 0.45
H -1.469 -4.494 -2.451 0.27
H -1.998 -3.587 -3.885 0.27
C -2.633 -2.805 -0.665 -0.73
C -3.953 -3.127 -1.353 -1.33
H -2.833 -2.363 0.327 0.36
H -2.039 -3.715 -0.485 0.54
H -4.511 -3.791 -0.678 0.44
H -4.551 -2.224 -1.539 0.27
H -3.805 -3.647 -2.309 0.25
C -2.578 -0.508 -2.515 -0.31
C -3.026 -1.003 -3.880 -1.51
H -2.011 0.432 -2.614 0.27
H -3.441 -0.263 -1.875 0.50
H -3.604 -0.185 -4.334 0.46
H -2.167 -1.244 -4.521 0.32
H -3.673 -1.889 -3.800 0.24
C -2.325 0.878 5.549 -1.06
N -1.281 0.058 4.933 0.04
C -0.795 -1.014 5.625 -0.18
C 0.194 -1.785 5.088 -1.08
C 0.622 -1.488 3.787 0.78
N -0.018 -0.567 3.066 -0.21
C -0.938 0.255 3.626 0.81
O -1.457 1.162 2.897 -0.64
N 1.713 -2.046 3.108 -0.29
H -3.193 0.252 5.824 0.38
H -2.614 1.632 4.803 0.33
H -1.928 1.354 6.464 0.36
H -1.262 -1.183 6.592 0.50
H 0.679 -2.582 5.616 0.43
H 2.350 -2.604 3.689 0.30
H 2.209 -1.285 2.652 0.02
```



> What is the calculated total energy in the fifth record?

-4888.3029 a.u.



> Which value of net charge does entry 5 give?

+2